[1]
# C16H16N2O3

One molecule with the formula C16H16N2O3 (the ωB97M-V functional and the def2-TZVPD basis, OMol25).

## Properties
SMILES: C/C(=N\NC(=O)COc1ccccc1)c1ccc(O)cc1
Maximum force (Eh/bohr): 0.0156
LUMO energy (eV): 0.75
Energy above the lowest of the compared OMol25 structures with the same formula, charge and spin (kJ/mol): 219.60
Gap between HOMO and LUMO (eV): 9.11
E_tot (eV): -25973.5329

XYZ file:
```
37
C16H16N2O3 (the ωB97M-V functional and the def2-TZVPD basis)
C -1.6690 -2.5528 0.1939
C -1.6167 -1.1009 -0.1600
N -0.5736 -0.4569 -0.5218
N 0.6730 -1.0291 -0.5701
C 1.3343 -1.7231 0.3795
O 0.8806 -2.0974 1.4435
C 2.7857 -2.0212 -0.0265
O 3.3571 -1.0680 -0.8900
C 3.7027 0.1558 -0.3700
C 3.3765 0.5921 0.9073
C 3.7738 1.8541 1.3191
C 4.4857 2.6837 0.4732
C 4.8034 2.2480 -0.8037
C 4.4162 0.9928 -1.2259
C -2.8467 -0.2999 -0.1203
C -2.7721 1.0542 0.2155
C -3.9019 1.8389 0.2668
C -5.1467 1.2878 -0.0308
O -6.2397 2.0899 0.0321
C -5.2309 -0.0541 -0.3844
C -4.0944 -0.8380 -0.4247
H -1.0743 -2.7256 1.0926
H -1.2184 -3.1435 -0.6054
H -2.6833 -2.8911 0.3743
H 1.2420 -0.6108 -1.2994
H 2.7931 -2.9614 -0.5883
H 3.3811 -2.1577 0.8839
H 2.8113 -0.0296 1.5837
H 3.5166 2.1862 2.3138
H 4.7900 3.6650 0.8038
H 5.3573 2.8885 -1.4736
H 4.6558 0.6343 -2.2149
H -1.8062 1.4748 0.4446
H -3.8492 2.8817 0.5358
H -7.0323 1.5879 -0.1941
H -6.1929 -0.4846 -0.6315
H -4.1884 -1.8699 -0.7278
```



[2]
# C6H6O

A 2-piece molecular cluster, C6H6O overall (the ωB97M-V functional and the def2-TZVPD basis, OMol25).

## Properties
Maximum force (Eh/bohr): 0.1076
LUMO energy (eV): -0.93
Energy above the lowest of the compared OMol25 structures with the same formula, charge and spin (kJ/mol): 759.15
Gap between HOMO and LUMO (eV): 8.31
E_tot (eV): -8358.6381

XYZ file:
```
13
C6H6O (the ωB97M-V functional and the def2-TZVPD basis)
C -3.0750 0.3095 -0.1568
C -1.8833 0.2628 0.0081
C 1.6525 1.5153 0.3470
C 1.0493 0.3833 0.8394
C 0.3944 -1.4993 -0.9909
C 0.3204 -0.5183 0.0833
O 0.0390 -1.8212 0.3678
H -4.1904 0.5049 -0.0105
H 2.0406 2.2069 1.1106
H 1.4462 2.1018 -0.5560
H 1.2536 0.1650 1.7972
H -0.3919 -1.5620 -1.6727
H 1.3448 -2.0487 -1.1664
```



[3]
# C5H12N2O

A 2-piece molecular cluster, C5H12N2O overall (the ωB97M-V functional and the def2-TZVPD basis, OMol25).

## Properties
Maximum force (Eh/bohr): 0.0291
LUMO energy (spin up / spin down) (eV): 0.70 / 0.70
Energy above the lowest of the compared OMol25 structures with the same formula, charge and spin (kJ/mol): 504.16
Gap between HOMO and LUMO (spin up / spin down) (eV): 8.20 / 8.20
E_tot (eV): -10403.1987

XYZ file:
```
20
C5H12N2O (the ωB97M-V functional and the def2-TZVPD basis)
C 1.4020 0.0712 -0.1574
C 1.5866 1.5132 -0.4702
C 1.3619 -0.9617 -1.2243
N 0.8494 0.5852 1.9462
O 1.2863 -0.3608 1.0480
H 0.9991 0.1575 2.8640
H 2.0131 1.6526 -1.4565
H 2.2275 1.9694 0.2823
H 0.6270 2.0290 -0.4230
H 2.0605 -0.7289 -2.0254
H 0.3540 -1.0012 -1.6471
H 1.5938 -1.9409 -0.8102
C -2.1488 0.5657 0.4332
C -2.0271 -0.9150 0.3519
N -1.7998 -1.4912 -0.7494
H -1.7432 -2.5075 -0.6812
H -2.1375 -1.4408 1.3086
H -2.1478 1.0068 -0.5616
H -3.0565 0.8411 0.9699
H -1.3004 0.9562 1.0022
```